[1]
Formula: C36H36N8O4S2W
Source: the Open Molecules 2025 dataset
Level of theory: the ωB97M-V functional and the def2-TZVPD basis

## Properties
- Energy: -81523.7182 eV

The geometry in ORCA input format:
```
! wB97M-V def2-TZVPD RIJCOSX def2/J DEFGRID3
* xyz 0 1
W -0.71 0.14 -0.69
S -0.04 -3.68 -3.80
S 0.57 -1.05 -2.41
O -0.42 -0.41 1.20
O 0.29 1.73 -1.34
O -2.02 1.08 -1.78
O 0.69 3.20 -3.73
N 3.67 -0.44 0.99
N -1.54 1.29 2.23
N -1.56 -2.52 -1.96
N 2.41 -0.67 0.95
N -1.46 1.78 0.91
N 1.82 0.11 0.04
N 3.92 0.50 0.06
N -1.64 -1.49 -1.09
C -2.64 -1.00 -0.29
C -0.48 -2.40 -2.66
C -0.72 -5.89 0.14
C -0.12 3.00 -1.45
C 1.17 -3.93 -0.33
C 5.32 2.13 2.17
C 0.09 2.04 -4.32
C -0.71 3.66 -0.37
C -0.74 -2.07 5.89
C 5.47 2.36 0.67
C -2.95 -1.76 0.98
C 1.24 -4.48 -2.77
C -4.22 1.45 -2.61
C -6.00 0.06 -1.75
C 0.20 -2.27 4.89
C 4.55 3.48 0.19
C -0.21 -5.72 -1.13
C 0.13 -1.56 3.71
C -0.30 -5.08 1.19
C 0.74 -4.74 -1.38
C -1.76 -1.14 5.71
C -0.31 5.06 -2.71
C 0.65 -4.10 0.95
C -0.88 5.70 -1.62
C -3.74 -0.31 -1.01
C -5.09 -0.65 -0.97
C -5.57 1.09 -2.57
C -0.90 2.95 0.90
C -0.98 0.12 2.26
C 0.07 3.73 -2.64
C -1.07 5.00 -0.45
C -0.89 -0.63 3.53
C 5.25 1.06 -0.12
C -1.83 -0.42 4.53
C 2.76 0.83 -0.52
C -3.33 0.74 -1.82
H -2.05 -2.22 1.38
H 0.54 1.13 -3.95
H -0.71 -5.21 2.18
H 0.86 -1.68 2.92
H -0.68 -2.63 6.81
H 1.00 -2.99 5.04
H -5.42 -1.46 -0.34
H 4.29 1.85 2.43
H -3.41 -1.11 1.73
H 4.64 3.64 -0.89
H 1.00 -3.46 1.75
H -0.98 2.02 -4.10
H -0.14 5.58 -3.64
H -7.05 -0.20 -1.72
H -0.50 3.46 1.77
H 5.95 0.29 0.19
H 1.90 -3.15 -0.51
H -3.87 2.27 -3.22
H 2.14 -3.86 -2.76
H -2.49 -0.98 6.49
H -1.17 6.74 -1.70
H -3.66 -2.56 0.75
H 0.24 2.13 -5.39
H -1.47 -6.66 0.32
H -1.51 5.49 0.42
H 4.81 4.42 0.68
H 5.97 1.33 2.52
H 1.47 -5.40 -3.31
H -6.28 1.64 -3.17
H 5.56 3.04 2.72
H 6.50 2.64 0.46
H -0.57 -6.33 -1.95
H 3.51 3.27 0.42
H 5.39 1.24 -1.19
H -2.62 0.31 4.37
H 2.62 1.55 -1.30
*
```

Atom charges from the Löwdin analysis, given in e for atoms 1 to 5:
1. W 1.68
2. S 0.87
3. S 0.72
4. O -0.25
5. O -0.33

[2]
Formula: C36H37AsN6O2SSc
Source: the Open Molecules 2025 dataset
Level of theory: the ωB97M-V functional and the def2-TZVPD basis

## Properties
- Energy: -143342.6900 eV

The geometry in ORCA input format:
```
! wB97M-V def2-TZVPD RIJCOSX def2/J DEFGRID3
* xyz 1 1
As 1.44 -3.15 0.42
Sc -0.08 0.21 0.14
S 0.70 -0.72 -2.02
O 0.82 2.66 3.22
O -0.71 4.22 1.34
N -2.54 0.77 0.33
N 2.14 0.36 0.92
N -0.83 -0.13 2.39
N -1.54 -1.72 0.16
N -0.69 2.01 -1.41
N 0.32 2.16 0.99
C -1.56 -6.10 2.61
C -1.87 0.87 2.74
C -0.60 -5.39 3.31
C -1.77 4.20 -2.74
C -1.60 2.99 -3.39
C 4.13 -3.63 -0.44
C -3.01 0.90 1.74
C -3.35 -0.15 -0.49
C 3.20 -3.96 0.55
C 0.30 -4.58 2.64
C -0.43 3.26 0.66
C 0.75 -2.47 -2.35
C 4.92 -5.21 1.69
C 4.38 0.39 2.55
C 4.35 -0.38 1.39
C 1.25 -4.80 -1.93
C -0.70 -5.19 0.55
C -1.61 -6.00 1.23
C -2.08 -2.09 1.49
C -2.59 -1.44 -0.83
C 5.83 -4.87 0.71
C -0.86 3.19 -0.79
C 0.27 -4.48 1.25
C 0.51 -2.81 -3.69
C 3.28 1.18 2.87
C -1.40 4.30 -1.41
C 1.10 -3.49 -1.46
C 3.20 -0.38 0.62
C -1.06 1.92 -2.69
C 0.64 -4.11 -4.14
C 2.20 1.16 2.00
C 5.43 -4.08 -0.36
C -1.22 -1.53 2.61
C 3.61 -4.76 1.61
C 1.02 -5.12 -3.26
C 1.03 2.10 2.16
H -2.61 1.69 -0.09
H -0.55 -5.47 4.39
H -1.52 5.21 -0.83
H -0.75 -5.13 -0.53
H 1.02 -4.01 3.22
H -1.86 2.87 -4.43
H -2.09 -1.35 -1.80
H -3.56 1.84 1.86
H -2.14 -3.18 1.59
H 3.24 1.82 3.74
H -0.29 -2.11 2.66
H -0.05 0.06 3.00
H -3.63 0.35 -1.42
H -0.91 0.96 -3.16
H 6.14 -3.83 -1.15
H 0.45 -4.34 -5.18
H -1.73 -1.66 3.57
H -3.10 -1.73 1.56
H -3.73 0.10 1.94
H 2.91 -5.05 2.38
H 5.22 -5.84 2.52
H -1.00 -2.50 -0.20
H 0.25 -2.03 -4.39
H -3.30 -2.28 -0.91
H 1.15 -6.14 -3.60
H 5.25 0.39 3.18
H -2.35 -6.55 0.66
H 6.85 -5.23 0.77
H 5.20 -0.98 1.10
H 3.12 -0.98 -0.28
H 3.82 -3.04 -1.30
H -2.19 5.05 -3.26
H -2.27 0.66 3.74
H -1.38 1.84 2.80
H -2.26 -6.73 3.13
H -4.29 -0.37 0.03
H 1.56 -5.58 -1.24
*
```

Atom charges from the Löwdin analysis, given in e for atoms 1 to 5:
1. As 1.34
2. Sc 0.83
3. S 0.64
4. O 0.12
5. O 0.12

[3]
Formula: C36H37BF6O4S
Source: the Open Molecules 2025 dataset
Level of theory: the ωB97M-V functional and the def2-TZVPD basis

## Properties
- Energy: -73938.6802 eV

The geometry in ORCA input format:
```
! wB97M-V def2-TZVPD RIJCOSX def2/J DEFGRID3
* xyz 0 1
S -2.64 4.37 -1.07
F 2.75 -0.33 -3.02
F 4.46 1.02 -2.58
F 1.64 5.07 1.49
F 3.30 5.29 0.06
F 3.49 3.90 1.76
F 2.93 1.61 -4.04
O -2.89 -3.53 5.10
O -2.04 0.56 -1.45
O -2.07 1.84 0.58
O 6.76 -3.49 -2.37
C 0.70 2.91 0.11
C 3.74 -1.51 -0.29
C 5.98 -1.54 -1.28
C 0.72 -0.68 1.84
C 6.55 -4.85 -2.82
C -2.03 2.87 -1.71
C -3.92 -0.98 -1.10
C 2.86 2.65 -0.96
C -4.02 6.14 -2.80
C 2.68 -0.79 0.33
C -3.30 4.86 -2.62
C -0.34 -2.80 2.57
C -2.34 2.75 -3.06
C -3.43 0.52 2.00
C 5.82 -2.92 -1.58
C 0.97 1.24 -1.59
C 2.04 3.27 -0.03
C -4.45 1.72 0.12
C 3.66 -2.91 -0.52
C 2.61 4.38 0.82
C -1.93 -2.91 4.37
C -1.17 -3.56 3.36
C -1.72 -1.52 4.61
C -3.07 3.88 -3.56
C 4.70 -3.62 -1.07
C -2.78 -0.17 -0.49
C -3.25 -4.90 4.82
C 3.11 0.99 -2.84
C 1.68 -1.37 1.08
C 2.30 1.63 -1.74
C -1.80 -1.16 0.09
C 4.95 -0.86 -0.67
C 0.15 1.95 -0.73
C -0.10 -1.41 2.78
C -0.82 -0.81 3.85
C -3.20 0.97 0.57
B -1.48 1.68 -0.72
H -2.32 -1.06 5.39
H -2.49 0.32 2.53
H -5.33 1.11 0.33
H -4.54 2.66 0.69
H 0.70 0.40 1.84
H 5.58 -4.96 -3.33
H -4.52 6.13 -3.78
H 4.65 -4.71 -1.20
H -4.06 -0.37 2.03
H 0.59 0.39 -2.16
H -3.95 1.32 2.55
H -1.32 -1.75 -0.70
H -4.68 -0.37 -1.59
H -3.41 3.97 -4.59
H 5.06 0.20 -0.45
H -3.57 -5.03 3.77
H -3.31 6.98 -2.80
H 3.89 2.95 -1.09
H -4.09 -5.06 5.49
H 2.74 -3.44 -0.25
H -0.99 -0.59 0.58
H -4.40 -1.54 -0.29
H -3.51 -1.72 -1.80
H 6.62 -5.56 -1.99
H 6.89 -1.03 -1.61
H 2.67 0.30 0.24
H -2.44 -5.60 5.06
H 7.37 -5.01 -3.53
H 0.09 -3.30 1.69
H -0.70 0.27 4.03
H -4.42 1.96 -0.95
H -1.30 -4.63 3.19
H -4.75 6.28 -2.01
H 1.73 -2.45 1.16
H -2.07 1.91 -3.69
H -2.28 -1.83 0.81
H 0.07 3.42 0.83
*
```

Atom charges from the Löwdin analysis, given in e for atoms 1 to 5:
1. S 1.06
2. F 0.10
3. F 0.09
4. F 0.12
5. F 0.12

[4]
Formula: C36H37ClN5OPdS3Si2
Source: the Open Molecules 2025 dataset
Level of theory: the ωB97M-V functional and the def2-TZVPD basis

## Properties
- Energy: -111685.5299 eV

The geometry in ORCA input format:
```
! wB97M-V def2-TZVPD RIJCOSX def2/J DEFGRID3
* xyz 1 1
Pd 0.17 -0.93 0.64
Cl 4.65 -6.66 1.54
S -0.23 0.13 -6.06
S -1.84 -0.61 -0.58
S -0.61 -1.02 -3.35
Si 2.32 1.33 -0.88
Si 1.94 0.24 2.20
O 1.26 -2.41 -0.64
N -0.54 -2.96 1.28
N -2.19 -1.01 2.63
N -0.83 1.99 1.66
N -1.68 1.16 -3.97
N -2.00 1.01 -2.66
C -1.36 4.28 1.74
C -2.50 -4.41 1.26
C 2.40 -5.16 1.45
C -0.88 0.19 -4.56
C -4.13 -0.35 3.79
C -2.54 2.41 -5.91
C 3.24 -0.16 -1.45
C 2.86 1.69 2.94
C -2.12 2.39 -4.59
C -1.51 -0.09 -2.19
C -3.99 -2.51 2.65
C 2.02 -3.31 -0.14
C 1.13 0.99 0.61
C -2.99 4.77 -5.71
C 0.29 2.14 0.94
C 1.59 -4.12 0.94
C -2.82 -0.25 3.29
C -2.97 3.61 -6.47
C 3.60 2.64 -0.45
C 0.59 3.47 0.58
C 3.32 -3.58 -0.66
C -4.58 -3.74 2.28
C -2.14 3.55 -3.82
C 3.18 -1.12 1.96
C 1.29 2.02 -2.26
C -3.84 -4.66 1.60
C -0.21 4.51 0.98
C -1.88 -3.22 1.59
C 0.78 -0.30 3.57
C 3.64 -5.38 0.93
C -4.70 -1.53 3.40
C 0.28 -3.97 1.46
C -1.64 2.99 2.07
C 4.09 -4.58 -0.14
C -2.57 4.74 -4.39
C -2.66 -2.27 2.25
H -5.62 -3.93 2.54
H -4.62 0.40 4.39
H 1.32 3.11 -2.29
H 0.23 -1.22 3.38
H 2.21 2.55 3.12
H 3.29 3.64 -0.78
H -2.50 2.69 2.65
H -1.09 1.05 1.88
H -1.94 -5.15 0.70
H 0.05 5.52 0.69
H 1.65 1.65 -3.23
H 2.61 -1.05 -1.46
H 1.45 -0.48 4.42
H 1.48 3.65 0.00
H -3.34 5.70 -6.15
H 3.65 -1.14 0.98
H 4.52 2.40 -0.98
H 3.84 2.70 0.62
H 2.04 -5.78 2.27
H 2.74 -2.11 2.14
H 0.06 0.48 3.88
H -2.53 1.51 -6.50
H 3.29 1.39 3.91
H 4.14 -0.35 -0.86
H -1.81 3.51 -2.79
H -2.58 5.64 -3.79
H 5.08 -4.77 -0.55
H -2.00 5.09 2.07
H -5.73 -1.73 3.69
H -3.30 3.62 -7.50
H 3.66 -2.99 -1.50
H 3.69 2.02 2.31
H 3.55 0.04 -2.48
H 3.95 -0.95 2.71
H -0.09 -4.80 2.07
H 0.25 1.73 -2.15
H -4.29 -5.61 1.30
*
```

Atom charges from the Löwdin analysis, given in e for atoms 1 to 5:
1. Pd 0.64
2. Cl 0.67
3. S 0.64
4. S 0.65
5. S 1.01

[5]
Formula: C36H37ClN7O3ReS2
Source: the Open Molecules 2025 dataset
Level of theory: the ωB97M-V functional and the def2-TZVPD basis

## Properties
- ⟨S²⟩: 0.784
- Energy: -90822.4952 eV

The geometry in ORCA input format:
```
! wB97M-V def2-TZVPD RIJCOSX def2/J DEFGRID3
* xyz 1 2
Re -0.32 0.02 0.11
Cl 0.12 -0.46 6.88
S -0.67 2.01 -0.98
S -0.73 -1.13 -1.81
O 1.59 2.35 2.91
O -5.85 3.19 3.78
O 0.80 1.03 1.34
N -4.41 -0.15 1.10
N -2.20 -0.05 0.92
N -3.88 0.65 2.07
N -0.48 -4.96 -1.78
N 0.03 -1.97 0.87
N -0.51 -3.72 -2.06
N -0.17 -2.97 0.12
C -2.56 0.67 1.99
C -3.09 3.94 4.28
C 0.60 -3.73 2.56
C -0.07 -6.96 -0.54
C 0.21 3.42 1.31
C 0.47 -2.38 2.21
C -2.30 2.81 4.89
C -2.09 1.05 6.55
C -6.81 2.29 1.07
C -5.63 3.23 1.34
C 0.93 2.26 1.91
C -1.12 -7.43 1.57
C -3.62 3.70 2.85
C -6.20 4.66 1.39
C 1.37 -3.09 4.75
C -0.48 -2.73 -1.18
C -0.82 0.77 6.09
C -0.27 -7.81 0.54
C -1.08 4.58 -0.37
C 1.24 -1.76 4.40
C -4.73 1.40 3.01
C -1.02 2.49 4.44
C -4.94 2.91 2.71
C -1.00 5.75 0.36
C 0.77 -1.40 3.14
C -4.64 3.17 0.16
C -1.57 -5.35 0.44
C -0.50 3.40 0.10
C -2.82 2.07 5.95
C -0.70 -5.73 -0.57
C -1.78 -6.20 1.51
C -0.31 5.78 1.57
C 1.04 -4.08 3.83
C -0.27 1.48 5.03
C 0.30 4.62 2.03
C -3.38 -0.54 0.41
H -6.11 4.12 3.73
H -0.36 -5.51 -2.61
H -2.50 0.49 7.38
H -3.93 4.18 4.94
H -2.46 4.83 4.24
H -1.60 4.57 -1.32
H -0.23 6.69 2.14
H -1.47 6.66 -0.02
H 1.14 -5.13 4.09
H -1.90 1.19 2.67
H -3.75 4.68 2.39
H -5.18 3.41 -0.76
H 0.74 1.27 4.69
H -4.19 2.19 0.02
H 1.49 -0.98 5.11
H -2.10 -4.41 0.39
H -2.85 3.21 2.26
H 0.86 4.62 2.95
H -3.83 3.91 0.26
H -3.43 -1.16 -0.47
H -5.69 0.89 3.04
H -1.28 -8.09 2.42
H 0.69 -0.36 2.89
H 0.36 -4.51 1.85
H -6.50 1.29 0.79
H -6.53 4.95 0.39
H -3.82 2.30 6.32
H -7.42 2.69 0.25
H -0.57 3.07 3.64
H -7.46 2.22 1.95
H -7.07 4.73 2.05
H -4.27 1.32 3.99
H 0.59 -7.25 -1.35
H 1.73 -3.36 5.74
H -5.47 5.41 1.71
H 0.23 -8.76 0.57
H -2.46 -5.91 2.30
*
```

Atom charges from the Löwdin analysis, given in e for atoms 1 to 5:
1. Re 1.03
2. Cl 0.75
3. S 0.65
4. S 0.70
5. O 0.11